Density functional theory data (wB97M-V/def2-TZVPD) for C48H53ClMgN2O2P2S3Si2Te as an isolated structure at a distorted geometry.

Structure (XYZ):
```
115
Properties=species:S:1:pos:R:3:forces:R:3
Mg 0.203395 -0.861007 -0.103122 0.893 0.415 0.188
S 3.453655 -0.103091 1.795263 0.583 0.080 -0.416
P 1.653648 -0.475153 2.487670 -1.214 -0.332 0.744
C 0.136366 -0.004261 1.799763 1.227 1.213 0.116
P -0.178260 1.696765 1.888839 -0.800 -0.932 0.808
S -0.388421 2.851083 0.298414 0.027 0.196 -0.617
C -1.812362 1.822528 2.752076 0.091 -0.052 -0.234
C -2.499392 0.666975 3.091542 0.237 -0.061 0.123
C -3.713128 0.735012 3.752226 -0.144 -0.028 0.125
C -4.263799 1.967833 4.053374 -0.199 -0.046 0.108
C -3.605963 3.129102 3.678763 -0.032 0.172 0.058
C -2.386239 3.057117 3.031187 -0.011 0.018 -0.024
C 0.874628 2.599379 3.098190 0.042 0.008 -0.287
C 2.115666 3.031636 2.645551 -0.084 0.017 -0.142
C 3.000581 3.656603 3.501724 0.202 0.109 0.073
C 2.648205 3.872922 4.823157 0.035 0.102 0.028
C 1.404679 3.465629 5.276748 -0.024 0.135 0.200
C 0.520715 2.831915 4.423305 -0.077 0.020 -0.113
C 1.412362 -2.255717 2.870886 0.254 -0.028 0.078
C 2.469283 -2.958599 3.435637 -0.071 -0.046 -0.182
C 2.273804 -4.236307 3.923767 0.096 -0.075 0.115
C 1.016876 -4.814011 3.868846 -0.111 -0.213 0.089
C -0.035564 -4.124214 3.287307 -0.104 -0.192 0.111
C 0.160508 -2.849163 2.793768 0.040 0.119 -0.105
C 1.698116 -0.039482 4.290936 0.183 0.157 -0.142
C 0.542115 -0.193777 5.043202 -0.061 -0.077 0.091
C 0.546081 0.081556 6.397180 -0.086 -0.060 0.074
C 1.713492 0.501945 7.017396 -0.032 0.041 0.164
C 2.868434 0.653086 6.271309 0.077 -0.004 0.212
C 2.863387 0.381035 4.914023 0.018 -0.047 -0.051
H -2.035489 -0.281055 2.846941 0.042 -0.017 -0.028
H -4.226482 -0.172600 4.044134 -0.037 -0.058 -0.033
H -5.205919 2.024891 4.583916 -0.079 0.012 -0.006
H -4.047964 4.091814 3.900897 -0.010 0.080 0.016
H -1.865019 3.957958 2.736076 0.021 0.069 -0.051
H 2.373314 2.879609 1.606102 0.036 -0.011 0.044
H 3.975224 3.965777 3.145433 0.024 0.008 -0.049
H 3.340092 4.360741 5.499257 0.031 -0.006 0.030
H 1.128791 3.627325 6.311108 -0.027 -0.003 0.041
H -0.443116 2.509336 4.792759 0.030 -0.029 0.006
H 3.446994 -2.500201 3.471410 0.100 0.091 0.002
H 3.099506 -4.782745 4.362604 0.054 -0.017 0.027
H 0.857863 -5.799967 4.291670 -0.012 -0.040 -0.072
H -1.016575 -4.579735 3.228315 -0.040 -0.016 -0.029
H -0.646482 -2.304341 2.319421 -0.039 0.015 0.075
H -0.362190 -0.525192 4.549893 -0.075 0.013 -0.020
H -0.364832 -0.018882 6.971238 -0.097 -0.052 0.061
H 1.715276 0.716995 8.079632 0.009 0.024 0.034
H 3.776580 0.995555 6.752246 0.069 0.011 0.008
H 3.762247 0.491271 4.319308 -0.046 0.035 -0.037
O -2.328978 -2.334757 -2.859853 0.261 -0.168 -0.158
S -1.188045 -2.287860 -1.961788 -0.305 -1.011 -2.180
O -1.540376 -2.411354 -0.556224 0.339 -0.097 0.487
N -0.341508 -0.979324 -2.069580 -0.439 -1.152 1.061
C 0.339586 -0.538999 -3.136702 0.394 0.249 -1.498
C 0.152380 -0.927518 -4.458727 -0.176 0.119 0.673
C 0.957754 -0.392378 -5.463922 0.391 0.288 -0.303
C 1.931469 0.538691 -5.197023 -0.062 -0.074 -0.334
C 2.150267 0.969345 -3.872397 -0.281 -0.138 0.363
C 3.113953 1.924468 -3.485245 0.025 -0.024 0.171
C 3.286336 2.203757 -2.156986 0.103 0.075 -0.474
C 2.511780 1.521644 -1.206120 -0.045 0.091 0.181
N 1.582856 0.668902 -1.535053 -0.090 -0.187 0.692
C 1.370701 0.406847 -2.831107 0.133 -0.065 -0.806
C -0.235681 -3.726127 -2.511490 -0.220 0.341 -0.063
C 1.050687 -3.627729 -3.009319 0.123 0.161 -0.049
C 1.632957 -4.726584 -3.616749 0.009 0.003 -0.043
C 0.942020 -5.923041 -3.704289 -0.007 -0.116 0.009
C -0.338795 -6.024210 -3.186261 -0.036 -0.064 0.065
C -0.933011 -4.916495 -2.603365 -0.182 0.003 0.028
H -0.610357 -1.659199 -4.688144 -0.036 0.037 -0.040
H 0.804660 -0.726223 -6.484000 0.011 0.014 -0.013
H 2.551896 0.938353 -5.991379 -0.036 0.028 -0.019
H 3.707931 2.415759 -4.246303 0.050 0.029 -0.033
H 4.013280 2.933329 -1.833310 0.073 0.029 0.070
H 2.674587 1.674352 -0.151568 -0.002 -0.019 0.140
H 1.598876 -2.705245 -2.919143 0.019 -0.013 0.026
H 2.631088 -4.644721 -4.024536 0.061 0.017 0.029
H 1.401649 -6.781023 -4.174152 0.054 -0.084 -0.046
H -0.878207 -6.961688 -3.243088 -0.021 0.010 -0.003
H -1.949585 -4.957371 -2.240131 -0.078 -0.067 0.043
Cl 1.600870 -2.727300 -0.202780 0.438 -0.141 0.134
C -2.642382 2.845615 -2.868730 -0.596 -0.246 0.244
Si -4.395867 2.289640 -2.357808 -0.143 0.301 -0.395
C -5.071972 1.032572 -3.644280 0.308 0.347 0.631
C -5.592997 3.799587 -2.462560 0.476 -0.528 0.074
C -4.368222 1.604584 -0.598912 0.492 -0.016 -0.818
Te -2.902125 -0.036006 -0.619398 -2.063 1.182 0.476
C -4.525500 -1.448127 -0.983054 0.300 -0.141 0.942
Si -5.170812 -2.132396 0.652414 -0.544 -0.129 0.293
C -6.368014 -3.603349 0.301127 0.439 0.559 0.061
C -3.840405 -2.807231 1.840183 -0.339 0.309 -0.629
C -6.213956 -0.780828 1.536267 0.492 -0.481 -0.413
H -2.627105 3.664202 -3.584968 -0.174 0.114 -0.137
H -2.094881 2.009543 -3.298401 0.071 -0.131 -0.028
H -2.092450 3.163023 -1.985305 0.100 0.030 0.152
H -5.035839 1.433076 -4.654949 0.077 0.178 -0.110
H -6.104214 0.762243 -3.437433 -0.216 -0.037 0.097
H -4.474472 0.125828 -3.621934 0.138 -0.202 -0.013
H -5.631280 4.208431 -3.468469 0.040 0.049 -0.241
H -5.271272 4.591484 -1.794672 0.102 0.196 0.182
H -6.604614 3.521489 -2.180842 -0.203 -0.122 0.083
H -5.326236 1.253557 -0.236787 -0.160 -0.230 0.068
H -4.001151 2.348140 0.098507 0.183 0.223 0.177
H -4.096069 -2.216808 -1.613478 0.020 -0.105 -0.086
H -5.288090 -0.923058 -1.549657 -0.122 0.132 -0.041
H -5.843442 -4.429589 -0.168223 0.175 -0.168 -0.120
H -7.175655 -3.309488 -0.361241 -0.189 0.118 -0.184
H -6.812779 -3.975846 1.218598 -0.073 -0.046 0.271
H -3.041763 -3.265420 1.263685 0.179 -0.089 -0.096
H -4.232634 -3.551964 2.528252 -0.214 -0.079 0.076
H -3.397083 -2.004135 2.417217 0.121 0.190 0.109
H -6.943013 -0.349598 0.856312 -0.170 0.045 -0.207
H -5.567270 0.022933 1.872553 0.157 0.172 0.073
H -6.755429 -1.160308 2.397970 -0.038 -0.186 0.192
```
Positions in Å, forces in eV/Å.

Summary:
frontier orbital gap	0.21230	hartree
net charge	-2
E	-149819.1008	eV
2S+1	1

---

Density functional theory data (wB97M-V/def2-TZVPD) for C27H34Cl4F7N3O39V2 as an isolated structure at a distorted geometry.

Structure (XYZ):
```
116
Properties=species:S:1:pos:R:3:forces:R:3
O 14.809522 28.276007 -16.187992 -0.808 -0.067 -0.791
V 15.227582 28.637200 -14.739692 0.853 0.387 0.167
V 18.912798 27.895093 -13.134449 -1.497 -0.347 0.693
C 16.382082 26.997783 -13.013257 1.459 -0.869 -4.585
O 15.497586 26.623036 -13.753343 -4.777 -2.930 0.353
O 17.431605 26.431829 -12.678254 4.043 -3.383 3.097
O 16.685089 28.166086 -13.289808 2.975 8.776 0.712
Cl 18.810336 27.905354 -16.182892 -3.246 -0.654 -3.315
O 19.322730 26.887845 -15.305118 1.062 -0.840 3.064
O 17.438086 27.513582 -16.504880 1.141 0.858 0.745
O 18.837850 29.167089 -15.479874 0.311 0.108 1.076
O 19.563779 27.898435 -17.386543 0.619 0.631 0.247
Cl 22.524669 29.087334 -12.479017 1.919 2.030 1.098
O 21.308206 28.817298 -13.210312 -2.489 -0.593 -1.480
O 22.373897 30.324761 -11.733730 0.008 -0.003 -1.283
O 22.689983 28.092812 -11.493313 0.526 -1.899 0.364
O 23.635349 29.143919 -13.442309 -1.629 -0.101 1.194
C 18.923661 24.496771 -17.918667 -1.364 -0.180 0.551
N 19.977760 23.611523 -18.391299 -2.598 -1.350 3.276
O 20.525264 23.945964 -19.356345 2.840 0.331 -3.324
O 20.092416 22.574686 -17.733203 0.955 0.200 -0.630
H 19.338622 25.103499 -17.113814 -0.139 0.277 -0.352
H 18.173446 23.819601 -17.510364 -0.026 0.274 0.165
H 18.493023 24.993047 -18.788356 0.361 0.475 0.388
C 19.815265 28.652080 -8.556768 -1.213 -0.383 1.108
N 19.286979 27.752077 -9.636777 1.793 -2.875 -0.623
O 19.342226 28.146818 -10.812430 -0.720 0.290 0.426
O 19.113435 26.566198 -9.314690 -0.309 2.860 -0.800
H 19.320113 29.621883 -8.507892 0.159 -0.081 -0.701
H 20.902058 28.732092 -8.581077 -0.176 -0.144 -0.526
H 19.475071 28.098101 -7.681848 0.463 0.185 0.181
C 20.627345 29.337154 -20.239974 -1.724 0.214 -0.143
N 19.590967 29.612570 -21.292075 1.145 -0.242 -1.542
O 19.312662 28.645288 -22.012802 -0.483 1.594 0.698
O 19.186977 30.765209 -21.403164 -0.187 -1.214 -0.083
H 21.507832 29.962205 -20.388856 -0.228 -0.316 -0.221
H 20.724582 28.253721 -20.309325 0.571 0.338 0.550
H 20.035688 29.703492 -19.401020 0.756 -0.384 0.730
C 21.515685 23.020847 -14.005150 0.579 -1.515 -0.942
C 20.912712 22.448536 -12.739559 1.717 -0.256 -0.748
O 20.777703 23.626087 -11.980787 -0.303 -0.301 2.694
C 20.702003 24.669437 -12.752840 -0.848 0.430 -2.530
O 20.313118 25.776842 -12.491260 -0.010 0.339 0.438
O 20.978705 24.277538 -14.015829 -1.266 3.003 -0.371
F 21.824095 21.617380 -12.156078 -0.788 0.150 0.270
H 21.239562 22.442609 -14.886908 -0.172 0.236 -0.054
H 22.588123 23.213379 -14.035064 0.298 -0.985 0.584
H 19.932601 21.993133 -12.881306 0.132 -0.339 0.260
C 16.512178 34.032996 -14.284270 1.018 1.363 1.014
C 15.144179 34.078191 -14.882722 0.543 -0.739 1.559
O 14.834889 32.674239 -14.945173 -0.616 0.533 -0.297
C 15.948515 31.957569 -14.753081 -0.268 -1.109 -0.215
O 16.026039 30.746424 -14.791831 -0.604 0.225 0.188
O 16.964243 32.723252 -14.454393 1.080 -0.712 -0.405
F 15.180723 34.662668 -16.075084 -0.497 0.005 -1.052
H 16.518706 34.204612 -13.207881 -0.314 0.226 -0.166
H 17.189057 34.764760 -14.725236 0.062 -0.258 -0.259
H 14.485412 34.607898 -14.194585 -0.640 -0.258 -0.526
C 18.217251 35.288777 -19.617399 0.264 0.308 1.151
C 17.026873 34.400437 -19.826626 1.023 0.005 0.050
O 17.432282 33.177472 -19.218155 -1.517 0.268 -0.917
C 18.384017 33.413328 -18.324149 1.851 -2.954 0.753
O 18.815539 32.501916 -17.612386 -0.893 2.939 -1.105
O 18.871781 34.651625 -18.461699 -0.130 0.937 -0.262
F 16.891126 34.294440 -21.170275 -0.781 -0.687 0.035
H 17.888794 36.310228 -19.425409 0.340 -0.065 0.616
H 18.866556 35.340220 -20.491387 0.157 -0.524 0.185
H 16.124754 34.759296 -19.331147 -0.299 -0.224 -0.428
C 18.593883 32.530906 -10.298353 2.359 1.119 2.787
C 17.180741 32.628200 -10.645229 -0.801 0.009 -0.319
O 17.156202 31.709259 -11.692619 -1.521 -1.657 -0.924
C 18.236227 30.908853 -11.661775 0.912 0.112 -1.489
O 18.539370 30.090963 -12.482106 -0.813 -1.227 -0.611
O 19.059130 31.285299 -10.727342 0.112 -0.771 0.279
F 16.826366 33.813830 -11.166971 0.104 0.977 -0.208
H 18.733624 32.480253 -9.218544 0.236 0.846 -0.027
H 19.212238 33.268444 -10.809981 -0.184 0.422 0.327
H 16.460741 32.477358 -9.840907 -0.051 -0.723 -0.132
C 21.698331 32.693014 -16.101082 0.666 -1.029 -1.646
C 21.046530 32.591162 -14.781585 -1.952 -0.678 -1.149
O 20.370356 33.853796 -14.674856 0.416 -0.274 0.875
C 21.026432 34.719150 -15.460887 0.169 4.137 -1.948
O 20.862054 35.951848 -15.544568 0.199 -4.113 0.895
O 21.873394 34.057094 -16.284284 -0.063 2.153 0.665
F 21.976827 32.414157 -13.863025 0.764 0.345 1.705
H 21.115691 32.374315 -16.965407 -0.173 -0.599 0.410
H 22.677456 32.214133 -16.092091 -0.135 -0.071 -0.007
H 20.303145 31.796475 -14.718855 -0.113 0.114 0.198
C 16.251350 29.606241 -19.934980 1.501 -1.182 -1.603
C 14.929229 28.808598 -19.846784 3.283 2.187 -0.490
O 14.209397 29.792607 -19.176057 -2.325 0.476 0.741
C 14.985453 30.718152 -18.547114 1.283 2.110 2.101
O 14.670284 31.630907 -17.774373 -0.011 -2.967 -2.425
O 16.292901 30.519016 -18.891171 -1.842 0.073 1.235
F 15.116094 27.708827 -19.116607 -0.485 -0.748 0.688
H 16.349656 30.231915 -20.822095 -0.234 -0.513 -0.549
H 17.093716 28.915942 -19.890178 0.081 0.101 0.124
H 14.661814 28.510676 -20.860618 -1.151 0.344 0.295
C 16.700323 23.950104 -14.700658 -1.655 1.269 -0.002
C 15.553924 23.155364 -15.341995 2.345 0.302 1.524
O 15.899380 21.846288 -14.874474 -1.407 0.005 -0.836
C 17.180204 21.788470 -14.502772 1.948 -3.012 1.023
O 17.774470 20.742982 -14.224316 -1.528 2.977 -0.735
O 17.713535 23.011470 -14.420773 0.241 0.086 -0.084
F 15.705447 23.244966 -16.676411 -0.675 -0.518 -0.721
H 16.275139 24.426926 -13.817508 0.582 -0.274 0.355
H 16.989941 24.768295 -15.360041 0.517 -0.256 -0.045
H 14.583371 23.494111 -14.979519 -0.142 -0.527 -0.475
Cl 23.225333 26.867465 -17.960087 -0.044 0.496 0.846
C 22.991743 28.040462 -16.545214 0.070 -0.629 -0.869
C 23.695777 29.370584 -16.860378 -0.850 -0.863 1.167
Cl 23.063278 30.303028 -18.231104 0.121 -0.240 -0.175
H 23.420620 27.606084 -15.642173 0.492 0.009 -0.263
H 21.921255 27.981696 -16.348470 0.024 0.837 -0.398
H 24.755628 29.146080 -16.980418 -0.126 0.363 -0.194
H 23.512335 29.999504 -15.989226 0.391 -0.013 0.083
```
Positions in Å, forces in eV/Å.

Summary:
frontier orbital gap (alpha / beta)	0.17973 / 0.28780	hartree
net charge	0
E	-233335.9045	eV
2S+1	5